# C14H9Cl5F6INO3Rh

A structure of composition C14H9Cl5F6INO3Rh (ωB97M-V/def2-TZVPD, the OMol25 dataset).

- Charge: +1
- Kohn-Sham gap: 5.50 eV
- HOMO level: -0.4054 hartree
- Lowest unoccupied orbital energy: -5.53 eV

Geometry as XYZ:
```
40
Properties=species:S:1:pos:R:3:forces:R:3:nbo_charge:R:1
Rh -0.2516 0.3946 0.9296 0.08 -0.47 -0.09 1.203
Cl 0.4455 -1.4661 2.7469 0.05 -0.09 0.10 0.067
C -0.6816 -0.6335 3.8349 -0.02 -0.05 -0.05 -0.375
Cl -0.9945 1.0207 3.2101 0.09 -0.04 -0.22 0.127
H -0.2326 -0.5475 4.8169 -0.01 0.03 0.00 0.258
H -1.6221 -1.1709 3.8400 -0.01 0.02 -0.03 0.258
C -0.2388 4.3474 -0.5321 0.03 -0.02 0.03 -0.628
C -0.9238 2.9896 -0.4060 0.11 0.08 -0.22 0.080
O -0.1487 2.2006 0.4479 -0.25 -0.08 -0.08 -0.626
C -2.3201 3.1731 0.2291 0.00 -0.07 0.09 0.958
F -3.1447 3.8521 -0.5601 0.01 0.01 0.00 -0.296
F -2.1983 3.8339 1.3892 0.00 -0.01 -0.01 -0.315
F -2.8894 1.9902 0.5161 0.00 0.02 -0.02 -0.321
C -1.0140 2.3385 -1.8053 -0.04 -0.07 0.05 0.959
F -1.6794 1.1730 -1.7706 0.01 0.02 0.00 -0.316
F 0.2261 2.0755 -2.2487 0.00 0.03 -0.02 -0.322
F -1.6107 3.1293 -2.6889 0.01 0.02 0.00 -0.295
H -0.0557 4.7482 0.4614 -0.02 0.00 0.00 0.246
H -0.8727 5.0349 -1.0889 0.01 0.00 -0.01 0.253
H 0.7097 4.2288 -1.0504 -0.01 0.00 -0.01 0.242
Cl 4.1618 -1.5713 -0.6909 0.00 -0.11 -0.02 0.138
C 3.3224 -0.0493 -0.8750 -0.11 0.14 0.17 -0.248
Cl 3.8024 0.8042 -2.3199 -0.03 0.02 -0.12 0.145
Cl 3.5546 0.9831 0.5776 0.00 -0.14 -0.19 0.089
C 1.8631 -0.2768 -0.8817 0.05 -0.09 -0.19 0.421
N 0.7262 -0.3677 -0.7477 0.40 0.70 0.66 -0.337
I -8.5117 -1.6269 -0.8062 -0.01 0.00 0.00 0.202
C -6.4442 -1.5370 -0.6042 -0.01 0.00 -0.01 -0.123
C -5.8895 -0.8455 0.4650 0.02 -0.01 0.00 -0.255
C -4.5125 -0.7780 0.5913 -0.01 0.01 0.00 -0.141
C -3.6939 -1.4033 -0.3451 -0.01 0.00 0.05 -0.209
C -4.2602 -2.1020 -1.4090 -0.01 -0.01 0.02 -0.126
C -5.6349 -2.1670 -1.5426 0.01 0.00 0.00 -0.247
C -2.2129 -1.3568 -0.2724 0.12 -0.12 0.13 0.776
O -1.4723 -1.8893 -1.0467 0.08 0.11 -0.08 -0.547
O -1.7767 -0.6830 0.8464 -0.54 0.16 0.09 -0.634
H -6.5274 -0.3617 1.1912 0.00 0.01 0.00 0.234
H -4.0754 -0.2343 1.4162 -0.01 0.01 -0.01 0.224
H -3.6131 -2.5858 -2.1276 0.00 0.00 0.00 0.243
H -6.0751 -2.7045 -2.3705 0.00 0.01 0.00 0.238
```
Positions in Å, forces in eV/Å.

# C14H9ClN2O3S

An isolated molecule of C14H9ClN2O3S (ωB97M-V/def2-TZVPD, the OMol25 dataset).

- Kohn-Sham gap: 8.32 eV
- ΔE to the lowest compared entry with this formula, charge and spin: 4.3 kcal per mole
- HOMO level: -0.3215 hartree
- Structure (SMILES): O=C(O)COc1ncnc2cc(-c3ccc(Cl)cc3)sc12
- Lowest unoccupied orbital energy: -0.43 eV

Geometry as XYZ:
```
30
Properties=species:S:1:pos:R:3:forces:R:3:nbo_charge:R:1
O 1.3619 -5.8384 1.5089 1.41 0.75 -0.86 -0.574
C 1.9757 -5.1340 0.7149 -2.15 -0.79 1.56 0.757
O 3.3077 -5.0010 0.7134 -0.09 -0.51 0.51 -0.658
C 1.1709 -4.4204 -0.3572 0.22 0.81 -0.95 -0.165
O 0.9330 -3.0223 -0.0708 -0.11 -0.02 -0.77 -0.478
C 0.2980 -2.2916 -1.0540 0.45 -1.60 -0.14 0.531
N -0.1028 -2.8466 -2.2103 0.55 0.27 0.98 -0.517
C -0.6592 -2.0255 -3.1154 -0.39 1.58 0.90 0.261
N -0.8794 -0.7038 -2.9209 -0.13 -1.49 -1.05 -0.454
C -0.5100 -0.1919 -1.7395 -0.43 1.01 -1.19 0.185
C -0.6913 1.2004 -1.3593 0.42 -0.87 1.14 -0.252
C -0.2936 1.4582 -0.0657 -0.08 -1.18 -2.46 -0.106
C -0.5258 2.7339 0.5867 0.21 0.38 1.08 -0.103
C -1.3175 3.7770 0.0533 0.16 -0.39 0.45 -0.162
C -1.6268 4.8911 0.8242 0.50 -0.86 -0.60 -0.227
C -1.1485 4.9979 2.1273 -0.08 0.27 -0.50 -0.016
Cl -1.6392 6.4177 3.0082 0.23 -0.25 0.20 0.008
C -0.3134 4.0298 2.6523 -0.20 -0.64 0.15 -0.231
C -0.0191 2.8885 1.8720 0.02 0.84 1.02 -0.165
S 0.5233 0.0272 0.6437 -0.85 0.03 -0.65 0.376
C 0.0999 -0.9579 -0.7889 0.70 1.06 1.99 -0.279
H 3.6323 -5.5906 1.4460 -0.35 0.71 -0.79 0.506
H 1.6957 -4.5233 -1.2924 0.41 0.23 -0.49 0.207
H 0.2136 -4.8851 -0.5382 -0.17 -0.45 0.54 0.222
H -1.0138 -2.4743 -4.0586 0.35 0.34 0.57 0.194
H -1.1103 1.9300 -2.0261 -0.21 0.04 -0.09 0.232
H -1.7425 3.6978 -0.9417 0.10 0.01 0.12 0.220
H -2.2199 5.6506 0.3545 -0.25 0.37 0.21 0.232
H -0.0010 4.0979 3.7003 0.08 0.00 -0.55 0.235
H 0.6022 2.1089 2.3333 -0.32 0.33 -0.29 0.222
```
Positions in Å, forces in eV/Å.

HOMO level of number 2 (C14H9ClN2O3S)? -0.3215 hartree